The following is a quantum chemistry calculation of a cluster of 2 separate species, C5H10O in total, from the OMol25 dataset.

Geometry as XYZ:
```
16
C5H10O, DFT the ωB97M-V functional and the def2-TZVPD basis
C -0.79536 0.72119 -1.99962
C -0.55440 -1.03200 1.97466
C 0.54950 -0.20339 1.38594
C 1.44424 -0.72233 0.26857
C -0.94363 -0.04197 1.24178
O -0.75622 1.78430 -1.07160
H 0.14886 0.61779 -2.55328
H -1.59153 0.94914 -2.71233
H -1.02453 -0.24433 -1.52214
H -0.79692 -1.87532 2.60306
H 1.07507 0.49103 2.05232
H 1.87501 0.09780 -0.32299
H 2.28445 -1.29414 0.68051
H 0.89162 -1.37912 -0.41250
H -1.72654 0.55990 0.80330
H -0.07961 1.57146 -0.41568
```

Output
**HOMO-LUMO gap**: 10.73 eV
**SMILES**: CC1C=C1.CO
**LUMO level**: 1.08 eV

---

The following is a quantum chemistry calculation of a structure of composition C38H76O32, from the OMol25 dataset.

Geometry as XYZ:
```
146
C38H76O32, DFT the ωB97M-V functional and the def2-TZVPD basis
C 4.76310 0.57160 2.03136
C 6.19787 0.68304 2.41149
C 6.88400 0.31382 1.07841
O 6.07710 0.99149 0.13591
C 4.72295 0.89152 0.54265
H 4.01268 1.16972 2.56571
H 4.25896 -0.35762 2.28889
H 6.58548 0.07871 3.23357
H 6.43613 1.71298 2.68456
H 7.01247 -0.74358 0.82725
H 7.90353 0.70594 1.11323
H 4.25399 0.03443 0.03758
H 4.09233 1.71836 0.21295
C -1.03421 1.01064 -1.20209
C -0.34618 0.20716 -0.10181
C 0.27420 1.35075 0.72567
O 0.19541 2.55087 -0.03017
C -0.12309 2.22870 -1.40772
H -1.99900 1.40475 -0.87488
H -1.20580 0.43524 -2.11496
H 0.36629 -0.54979 -0.43552
H -0.97436 -0.39608 0.55951
H 1.30883 1.19975 1.05751
H -0.22123 1.49503 1.68924
H 0.77296 1.91430 -1.93884
H -0.67848 3.08233 -1.78332
C -0.73451 3.00944 6.22969
O -0.82575 3.73924 5.01473
C -1.56616 3.31634 4.01878
O -2.32256 2.38276 3.92463
O -1.30151 4.10233 2.95608
C -1.91325 3.74465 1.71452
H -0.56911 1.94817 6.03207
H -1.65917 3.16982 6.78117
H 0.14173 3.30314 6.80204
H -1.63330 2.71393 1.50407
H -1.50443 4.38496 0.93697
H -2.99532 3.86140 1.70010
C -1.29732 -3.99283 5.04198
O -2.44978 -3.24257 4.73769
C -2.39949 -2.29984 3.78529
O -1.49028 -2.12207 3.02600
O -3.55995 -1.68343 3.81419
C -3.77121 -0.59966 2.89203
H -1.60474 -4.75072 5.75460
H -0.52471 -3.32111 5.42938
H -0.91170 -4.37041 4.08945
H -3.79485 0.25928 3.56109
H -4.74888 -0.67200 2.43439
H -3.00425 -0.52837 2.12437
C 1.19813 -1.95256 1.96362
O 2.60335 -1.83582 1.84531
C 3.25832 -2.82705 1.23801
O 2.73554 -3.88098 0.98407
O 4.52129 -2.48134 0.99397
C 5.42944 -3.44472 0.48686
H 0.87724 -2.71608 2.66780
H 0.74717 -2.26744 1.01803
H 0.70105 -0.99961 2.11050
H 6.44706 -3.06968 0.47272
H 5.11060 -3.57074 -0.55319
H 5.33517 -4.42830 0.94516
C -1.15131 -2.62746 -0.18234
O -0.53703 -3.87966 0.02491
C -0.97815 -4.67233 0.99015
O -1.54315 -4.33860 1.99626
O -0.63311 -5.92341 0.69429
C -1.13898 -6.97825 1.50489
H -2.19896 -2.67943 -0.47555
H -0.57113 -2.00497 -0.86111
H -1.00893 -2.09375 0.76458
H -0.85473 -6.77680 2.53647
H -0.67399 -7.91688 1.20788
H -2.18557 -7.03526 1.20162
C 3.54074 4.41650 -2.14581
O 3.57725 4.80172 -3.51884
C 2.42729 5.09142 -4.15836
O 1.32436 4.98170 -3.67629
O 2.73215 5.50031 -5.35551
C 1.68365 5.61823 -6.29952
H 3.38674 3.33945 -2.09281
H 2.74798 4.94780 -1.61948
H 4.48823 4.69420 -1.69107
H 0.99053 4.77587 -6.26406
H 2.16095 5.53441 -7.27466
H 1.06828 6.51541 -6.26891
C -5.45009 -0.07492 0.04455
O -4.39347 0.89136 0.04861
C -4.25578 1.69180 -1.00029
O -4.96746 1.68410 -1.97683
O -3.21209 2.46529 -0.78709
C -2.60384 3.12752 -1.89683
H -5.09831 -1.09265 -0.11686
H -6.28839 0.14517 -0.61142
H -5.91212 -0.13831 1.02844
H -1.72332 3.69727 -1.61485
H -3.26342 3.79380 -2.45318
H -2.29857 2.39238 -2.64361
C -1.21672 -2.36529 -3.73798
O -0.67505 -1.92306 -4.97069
C -0.64967 -0.61542 -5.19322
O -1.00197 0.20360 -4.37634
O 0.05251 -0.35674 -6.27575
C 0.80154 -1.30927 -7.00445
H -2.25944 -2.04771 -3.66420
H -0.81008 -1.81240 -2.88961
H -1.13062 -3.42982 -3.55052
H 1.38000 -1.85751 -6.25852
H 1.48894 -0.85483 -7.71249
H 0.20753 -2.04123 -7.55376
C 1.87155 1.47394 -4.27286
O 1.70588 0.54485 -3.21353
C 2.16941 -0.68304 -3.35481
O 2.72716 -1.13592 -4.33210
O 1.92511 -1.35995 -2.25377
C 2.41516 -2.68732 -2.09702
H 1.15556 2.28476 -4.17831
H 1.87014 1.13818 -5.30888
H 2.88565 1.87788 -4.19000
H 2.58108 -2.90632 -1.04563
H 3.37660 -2.82418 -2.58832
H 1.61037 -3.35265 -2.40914
C 0.41361 0.00443 4.69460
O 0.82469 1.13947 3.94625
C 1.62533 2.04647 4.51174
O 2.10358 1.97423 5.61625
O 1.75203 3.08664 3.70565
C 1.98635 4.38436 4.27428
H 0.74540 0.04135 5.73080
H 0.80278 -0.89756 4.22655
H -0.67203 -0.00624 4.60881
H 3.05635 4.51358 4.44016
H 1.48499 4.66472 5.19747
H 1.70618 5.04378 3.45712
C -4.27923 -0.23305 -2.39787
O -4.87162 -1.05707 -1.42827
C -5.64196 -2.07712 -1.81501
O -6.04364 -2.23800 -2.92891
O -5.96297 -2.79306 -0.72915
C -6.91101 -3.83775 -0.84300
H -4.06837 -0.62868 -3.39368
H -3.32567 0.21263 -2.11613
H -5.01513 0.56108 -2.55367
H -6.41213 -4.72619 -1.23320
H -7.71737 -3.59361 -1.53587
H -7.30683 -4.00020 0.15527
```

Output
**HOMO-LUMO gap**: 9.14 eV
**LUMO level**: 0.46 eV

---

The following is a quantum chemistry calculation of an isolated molecule of C4H9NO, from the OMol25 dataset.

Geometry as XYZ:
```
15
C4H9NO, DFT the ωB97M-V functional and the def2-TZVPD basis
C -1.25835 -0.70860 -0.97763
N -0.83582 -0.89060 0.37951
C 1.50982 0.01212 0.00375
C 0.22419 0.01718 0.86208
C -0.25343 1.46608 0.80144
O 0.25972 2.28740 1.52360
H -0.67796 0.02546 -1.55232
H -1.29483 -1.49835 -1.74296
H -2.26890 -0.27163 -1.06711
H -0.49904 -1.83715 0.50938
H 2.25588 0.70691 0.40288
H 1.98106 -0.97592 -0.02873
H 1.39800 0.32710 -1.03250
H 0.48194 -0.39371 1.83541
H -1.02228 1.73371 0.08321
```

Output
**HOMO-LUMO gap**: 10.03 eV
**SMILES**: CN[C@@H](C)C=O
**LUMO level**: 0.94 eV

---

The following is a quantum chemistry calculation of a structure of composition C16H26O5, from the OMol25 dataset.

Geometry as XYZ:
```
47
C16H26O5, DFT the ωB97M-V functional and the def2-TZVPD basis
C -1.05241 3.53951 3.68330
H -1.20675 2.38554 3.83431
O -1.65636 3.79358 2.24818
C -0.88731 3.53248 1.30177
O 0.12857 4.28743 1.38575
C 0.14913 5.74895 1.23997
H -0.43095 6.14613 2.09547
H -0.39353 5.98816 0.08348
H 1.03923 6.27596 1.17580
C -0.47904 2.06189 1.24050
H -1.24934 1.63123 1.23538
H 0.21264 2.04923 1.93406
C 0.00535 1.71572 -0.03480
C 0.31935 0.27367 -0.48668
C 0.54498 0.05923 -1.89861
H 0.12880 0.63773 -2.43711
H 1.67895 0.25809 -1.87551
H 0.64121 -1.01349 -2.04196
H -0.76589 -0.19151 -0.41177
C 1.31965 -0.42274 0.58610
C 0.97465 -1.91520 0.47043
H 1.94884 -2.30594 1.21330
H 1.42582 -2.27341 -0.59892
O -0.08476 -2.28710 0.85177
C -0.68520 -3.60022 0.33835
C -0.53978 -4.12193 -0.95411
C 0.06023 -5.24324 -1.22808
C 0.15585 -5.43632 -2.89390
C -0.47172 -4.60402 -3.51326
C -1.18173 -3.58782 -3.09803
C -1.22696 -3.20264 -1.90819
H -1.86986 -2.33175 -1.42679
H -1.72704 -2.90478 -3.86878
H -0.63576 -4.89751 -4.56307
H 0.62498 -6.32909 -3.02506
H 0.79076 -5.77567 -0.86593
H 0.04051 -4.32657 1.02601
H -1.27229 -3.90760 1.08001
O 2.57764 -0.09978 0.34244
H 2.70770 0.95624 0.12895
H 1.00635 -0.29471 1.68649
O 1.72927 2.45119 -0.15299
H 1.46658 3.27381 0.28014
H -0.48480 2.22336 -0.77589
H -1.51122 3.99766 0.39819
H -1.77192 3.98685 4.37781
H -0.09243 3.79940 3.82150
```

Output
**HOMO-LUMO gap**: 9.10 eV
**LUMO level**: 0.71 eV

---

The following is a quantum chemistry calculation of a cluster of 2 separate species, C2H9N3 in total, from the OMol25 dataset.

Geometry as XYZ:
```
14
C2H9N3, DFT the ωB97M-V functional and the def2-TZVPD basis
C -2.35933 0.66251 0.25528
N -1.60966 -0.57448 0.03103
H -3.19312 0.53177 0.93917
H -1.65161 1.42451 0.57601
H -2.68659 1.03890 -0.70775
H -2.07922 -1.24297 -0.56622
H -1.56518 -1.10782 0.89282
N 1.39314 -0.69762 -0.60886
C 2.22672 0.22931 -0.08306
N 3.49128 0.26023 -0.26516
H 0.52899 -1.05630 -0.23445
H 1.91574 -1.37981 -1.14839
H 1.71356 0.98572 0.52758
H 3.87528 0.92604 0.39202
```

Output
**HOMO-LUMO gap**: 9.65 eV
**SMILES**: [H]/N=C/N.CN
**LUMO level**: 0.88 eV

---

The following is a quantum chemistry calculation of a cluster of 2 separate species, C5H10IN2 in total, from the OMol25 dataset.

Geometry as XYZ:
```
18
C5H10IN2, DFT the ωB97M-V functional and the def2-TZVPD basis
C 0.33217 -4.27806 0.22442
C 0.97759 2.60726 0.35733
C 1.07426 1.06910 0.25292
C -0.08163 0.30514 -0.17278
C 0.80097 -1.89596 0.25540
N 0.58909 -3.11309 0.17065
N -0.17271 -0.99832 -0.13856
I -4.28283 1.09636 -0.51079
H 0.13658 -5.10455 -0.35211
H -0.07000 2.81367 0.46073
H 1.37292 3.14150 1.14468
H 1.38533 2.98191 -0.61928
H 1.42096 0.72382 1.14655
H 1.95107 1.05269 -0.38223
H -5.55631 1.93730 -1.05541
H -0.78798 0.77706 -0.67185
H 1.91110 -1.74109 0.38751
H -1.00058 -1.37474 -0.49718
```

Output
**HOMO-LUMO gap (alpha / beta)**: 7.65 / 7.65 eV
**Charge**: +1
**LUMO level (alpha / beta)**: -4.77 / -4.77 eV